The following is a quantum chemistry calculation of 6 unconnected molecules or ions with the total composition C19H32BNO24S5 in a non-equilibrium geometry, from the OMol25 dataset.

HOMO = -9.32 eV
Total energy = -4619.4172 a.u.
Kohn-Sham gap = 8.36 eV
SMILES = CCOB(O)C1=CC(=O)C(CN)=CC1=O.O=S1(=O)OCCO1.O=S1(=O)OCCO1.O=S1(=O)OCCO1.O=S1(=O)OCCO1.O=S1(=O)OCCO1
E_LUMO = -0.96 eV

Geometry as XYZ:
```
82
Properties=species:S:1:pos:R:3:forces:R:3
S -0.881 4.162 -3.540 0.624 -0.228 -0.486
S 0.735 2.725 0.650 1.019 0.114 0.746
S 0.498 -0.976 -2.779 -0.704 0.539 0.444
S 2.943 8.547 0.296 -0.363 -0.324 -0.339
S -5.359 -3.161 2.197 -0.103 -0.561 0.105
O 3.968 -5.270 1.795 1.641 -0.630 0.258
O -5.239 -2.521 0.939 0.168 0.196 0.069
O 1.949 8.753 -0.951 -0.022 -0.070 0.518
O 4.281 8.648 -0.165 0.097 0.061 0.216
O -5.330 -2.447 3.421 -0.045 0.243 -0.117
O -0.905 -0.515 -3.400 0.536 0.177 -0.009
O 1.540 -0.358 -3.521 0.068 -0.224 -0.163
O -0.956 -4.348 0.969 -2.195 -0.050 -0.277
O 1.953 1.685 0.668 -0.458 0.082 0.306
O -6.670 -4.091 2.187 0.383 0.095 0.280
O -0.949 5.530 -3.172 -0.091 -0.045 0.284
O -0.932 4.050 -5.141 -0.058 -0.251 0.417
O 0.791 3.459 -0.565 -0.427 -0.021 0.020
O 2.623 6.994 0.567 0.237 0.290 -0.309
O -1.257 -4.809 3.972 -0.284 0.641 -0.384
O 2.459 9.314 1.384 0.157 0.171 -0.009
O -0.435 2.058 1.087 -0.187 0.129 -0.077
O 0.630 3.658 -3.343 -0.247 0.458 -0.254
O -1.762 3.188 -3.000 -0.244 0.199 0.062
O -4.266 -4.344 2.272 -0.259 0.120 -0.350
O 0.462 -2.378 -2.556 0.375 -0.099 -0.146
O 1.249 3.679 1.834 0.072 -0.061 -0.530
O 0.358 -0.245 -1.360 -0.072 -0.497 -0.317
O -0.454 -2.521 4.120 -0.176 -0.544 -0.749
N 2.979 -5.593 -1.926 -0.216 0.571 0.273
C 0.225 -4.273 1.127 1.362 0.067 0.001
C -6.296 -5.464 2.024 0.091 -0.280 -0.430
C 1.087 3.033 -4.552 -0.173 -0.568 -0.234
C 2.024 -4.415 2.788 0.372 0.099 -0.819
C 1.538 7.472 -1.449 0.258 -0.305 -0.310
C 2.905 -4.756 1.622 -0.678 0.373 0.174
C 0.380 3.788 -5.657 0.438 0.315 -0.124
C 0.749 -4.189 2.537 -0.754 0.577 0.144
C -1.454 -1.793 3.379 -0.109 0.762 -0.576
C 1.500 6.582 -0.227 -0.556 0.010 0.032
C 3.041 2.240 1.422 0.390 0.401 -0.157
C -0.968 -1.286 1.994 -0.043 0.050 -0.173
C -1.746 -0.003 -2.351 -0.328 -0.296 0.413
C 3.400 -4.511 -0.983 -0.293 -1.390 0.564
C -0.785 0.631 -1.373 -0.329 0.323 -0.442
C -4.915 -5.568 2.638 -0.176 -0.163 0.507
C 2.438 -4.487 0.218 0.676 0.750 -0.538
C 2.374 3.080 2.490 0.095 -0.354 0.432
C 1.159 -4.252 -0.024 -0.245 0.008 0.477
B -0.368 -3.804 3.613 0.143 -0.425 0.121
H 1.578 5.531 -0.480 0.192 0.025 0.100
H 2.425 -4.357 3.794 0.321 -0.204 -0.218
H 2.169 3.095 -4.629 -0.018 0.138 0.239
H 0.834 -4.088 -1.054 -0.414 -0.003 0.565
H -1.974 -4.796 3.314 0.097 -0.319 0.207
H 3.641 2.857 0.748 0.021 -0.005 0.047
H 4.400 -4.791 -0.642 -0.047 0.440 -0.008
H -2.464 0.709 -2.748 0.186 0.016 -0.239
H -4.967 -5.613 3.728 -0.020 -0.043 -0.018
H 0.786 1.983 -4.528 0.076 -0.001 -0.036
H 0.864 4.746 -5.859 0.004 -0.024 -0.011
H -6.274 -5.689 0.956 0.015 -0.024 0.024
H 2.204 -5.247 -2.488 0.161 0.007 -0.055
H -0.458 1.611 -1.717 -0.062 -0.013 -0.016
H 0.590 6.749 0.355 0.000 -0.018 -0.026
H 3.389 -3.549 -1.498 0.134 -0.087 0.124
H 0.068 -1.559 1.762 -0.121 0.024 0.260
H -2.278 -0.844 -1.899 0.018 0.013 -0.003
H 2.544 -6.294 -1.332 0.221 -0.267 -0.288
H -1.583 -1.687 1.180 0.073 -0.011 0.177
H -1.695 -0.907 3.969 -0.161 -0.368 0.182
H -1.031 -0.194 1.941 0.063 -0.195 0.069
H 0.572 7.543 -1.943 0.002 0.215 0.090
H -4.356 -6.423 2.266 0.151 0.186 -0.134
H 3.034 3.848 2.887 -0.167 0.172 -0.133
H 0.317 3.213 -6.578 -0.255 -0.011 0.057
H 2.288 7.129 -2.166 -0.037 -0.035 0.003
H 2.003 2.461 3.310 0.019 0.002 -0.015
H -7.017 -6.113 2.516 -0.098 0.216 0.082
H -1.209 0.717 -0.383 0.125 -0.245 0.061
H 3.660 1.450 1.836 -0.201 -0.173 -0.102
H -2.370 -2.391 3.211 0.354 0.157 0.474
```
Forces are in eV/Å.